C15H24Br12CoF9O9S3 as an isolated structure at a distorted geometry, computed with wB97M-V/def2-TZVPD.

Atoms and positions in Å:
H -21.357 -15.992 -10.839
H -20.976 -21.063 -7.372
H -23.051 -19.425 -7.775
S -25.956 -19.924 -3.743
H -27.969 -20.060 -6.389
O -24.713 -17.979 -8.131
H -22.489 -14.972 -11.733
F -23.234 -19.642 -3.321
S -24.595 -16.843 -7.240
C -27.793 -21.255 -8.259
Br -20.431 -20.198 -5.115
Br -28.821 -12.958 -13.003
F -23.875 -21.295 -4.637
S -24.763 -13.490 -3.696
O -25.822 -16.421 -6.469
Br -20.396 -15.574 -13.119
C -24.138 -11.049 -10.414
F -24.230 -12.212 -5.834
F -23.383 -11.326 -3.978
F -24.107 -14.244 -7.553
H -26.273 -11.093 -11.091
O -26.111 -13.052 -3.939
O -26.728 -20.957 -4.369
H -28.737 -21.222 -8.796
Br -24.499 -17.964 -13.389
H -23.937 -20.711 -12.166
H -26.441 -19.911 -7.216
O -25.817 -18.708 -4.571
H -22.341 -18.603 -6.289
C -22.189 -19.271 -7.133
H -24.277 -11.552 -9.457
H -26.104 -15.475 -12.051
H -26.069 -13.793 -12.270
H -26.958 -21.305 -8.951
Br -26.116 -9.457 -9.204
C -25.483 -10.427 -10.756
O -23.669 -16.978 -6.080
F -24.926 -15.222 -9.318
H -21.287 -13.596 -9.948
Br -23.733 -12.483 -11.819
C -21.614 -20.585 -6.629
C -23.617 -12.393 -4.713
Br -20.846 -18.288 -8.226
H -23.292 -10.373 -10.341
C -28.099 -14.622 -12.190
F -22.465 -13.045 -4.999
H -25.288 -9.668 -11.513
H -25.678 -20.451 -11.872
C -24.067 -15.325 -8.314
H -23.663 -18.352 -10.978
C -27.513 -20.018 -7.375
Co -25.253 -16.751 -4.599
O -24.534 -14.856 -4.182
Br -28.124 -18.472 -8.418
C -24.187 -20.565 -3.532
H -20.607 -12.995 -11.343
F -24.155 -21.321 -2.428
O -26.369 -19.668 -2.389
Br -26.476 -14.920 -14.517
C -24.521 -18.725 -11.535
C -24.671 -20.220 -11.530
Br -27.653 -22.883 -7.147
O -24.432 -13.316 -2.309
Br -18.945 -14.625 -10.138
F -22.809 -15.524 -8.759
C -20.735 -13.943 -10.824
Br -24.435 -20.909 -9.662
H -22.328 -21.362 -6.361
C -26.615 -14.678 -12.591
H -28.536 -15.519 -12.628
H -25.360 -18.335 -10.957
H -28.306 -14.661 -11.123
C -21.441 -15.112 -11.473

Spin multiplicity: 4
Molecular weight, Da: 1633.31
ΔE to the lowest compared entry with this formula, charge and spin, kJ/mol: 0.0
Expectation value of S²: 3.76
Gap between HOMO and LUMO (alpha / beta), eV: 9.53 / 8.65
Energy, Ha: -35627.5534
Lowest unoccupied orbital energy (alpha / beta), Ha: 0.0587 / 0.0264
Total charge: -1
E_HOMO (alpha / beta), eV: -7.93 / -7.93

---

C15H24CaClF7KLiMgN4O12 as an isolated structure at a distorted geometry, computed with wB97M-V/def2-TZVPD.

Atoms and positions in Å:
O -2.868 4.167 -2.192
H -1.243 0.255 1.130
H -3.934 -2.543 3.283
C -2.964 -5.365 4.253
H 2.086 3.132 -3.443
F 0.366 1.998 -4.641
O -4.935 4.485 -1.015
F 1.003 -1.046 -2.484
O 6.037 1.934 -4.742
C 1.677 1.153 -3.020
C 4.696 1.824 -4.955
C 2.453 2.160 -3.769
C 4.837 2.538 -2.787
O 6.916 1.433 -2.691
F 1.314 -0.592 -4.618
C -3.833 -0.476 2.607
N -1.266 2.688 0.565
O 4.191 1.853 -6.073
H -6.025 -8.385 3.566
F -1.945 -4.467 4.285
C -6.004 -6.367 4.310
C 10.243 2.977 -0.106
H 9.441 3.172 -2.165
H 0.650 1.412 -3.194
H -4.752 -8.071 4.764
C 9.106 2.815 -1.193
Ca -0.955 1.750 -3.703
N -3.494 -1.779 2.668
O -5.265 -5.509 5.172
O -3.292 0.350 1.878
H 4.627 2.983 -1.817
H -1.226 2.526 1.556
H -5.357 -0.737 4.074
O -1.454 1.960 -1.554
K -1.698 6.950 0.893
H 8.853 1.759 -1.284
H 9.842 2.480 0.803
O -2.952 5.623 -0.396
N -1.317 0.472 0.150
C -4.285 -4.651 4.632
H -1.284 3.631 0.210
H 11.052 2.296 -0.439
H 2.221 1.979 -4.817
H 8.209 3.360 -0.905
H -1.385 -0.282 -0.511
Li 2.478 1.582 -6.718
F -2.657 -6.322 5.133
O -4.089 6.189 -2.384
H -6.884 -6.640 4.894
C -5.296 -7.654 3.917
Cl -3.765 5.117 -1.514
F 3.038 -0.837 -3.256
C 1.803 -0.327 -3.362
H -3.993 -4.095 5.539
H -6.375 -5.830 3.431
C 6.147 2.056 -3.318
F -2.953 -5.924 3.035
O 10.522 4.260 -0.021
H -4.588 -7.497 3.105
C 3.937 2.158 -3.742
H -5.203 0.864 3.432
O -4.723 -3.911 3.588
C -1.343 1.712 -0.319
H 1.770 1.208 -1.919
Mg -6.265 -1.789 2.684
H -2.743 -2.067 2.065
N -4.900 -0.098 3.444

Molecular weight, Da: 731.23
Gap between HOMO and LUMO, eV: 0.81
Energy, Ha: -4351.3592
Lowest unoccupied orbital energy, Ha: -0.3009
Total charge: +2
E_HOMO, eV: -9.00

---

What did the first record say?
C15H24Br12CoF9O9S3 as an isolated structure at a distorted geometry, computed with wB97M-V/def2-TZVPD.

Atoms and positions in Å:
H -21.357 -15.992 -10.839
H -20.976 -21.063 -7.372
H -23.051 -19.425 -7.775
S -25.956 -19.924 -3.743
H -27.969 -20.060 -6.389
O -24.713 -17.979 -8.131
H -22.489 -14.972 -11.733
F -23.234 -19.642 -3.321
S -24.595 -16.843 -7.240
C -27.793 -21.255 -8.259
Br -20.431 -20.198 -5.115
Br -28.821 -12.958 -13.003
F -23.875 -21.295 -4.637
S -24.763 -13.490 -3.696
O -25.822 -16.421 -6.469
Br -20.396 -15.574 -13.119
C -24.138 -11.049 -10.414
F -24.230 -12.212 -5.834
F -23.383 -11.326 -3.978
F -24.107 -14.244 -7.553
H -26.273 -11.093 -11.091
O -26.111 -13.052 -3.939
O -26.728 -20.957 -4.369
H -28.737 -21.222 -8.796
Br -24.499 -17.964 -13.389
H -23.937 -20.711 -12.166
H -26.441 -19.911 -7.216
O -25.817 -18.708 -4.571
H -22.341 -18.603 -6.289
C -22.189 -19.271 -7.133
H -24.277 -11.552 -9.457
H -26.104 -15.475 -12.051
H -26.069 -13.793 -12.270
H -26.958 -21.305 -8.951
Br -26.116 -9.457 -9.204
C -25.483 -10.427 -10.756
O -23.669 -16.978 -6.080
F -24.926 -15.222 -9.318
H -21.287 -13.596 -9.948
Br -23.733 -12.483 -11.819
C -21.614 -20.585 -6.629
C -23.617 -12.393 -4.713
Br -20.846 -18.288 -8.226
H -23.292 -10.373 -10.341
C -28.099 -14.622 -12.190
F -22.465 -13.045 -4.999
H -25.288 -9.668 -11.513
H -25.678 -20.451 -11.872
C -24.067 -15.325 -8.314
H -23.663 -18.352 -10.978
C -27.513 -20.018 -7.375
Co -25.253 -16.751 -4.599
O -24.534 -14.856 -4.182
Br -28.124 -18.472 -8.418
C -24.187 -20.565 -3.532
H -20.607 -12.995 -11.343
F -24.155 -21.321 -2.428
O -26.369 -19.668 -2.389
Br -26.476 -14.920 -14.517
C -24.521 -18.725 -11.535
C -24.671 -20.220 -11.530
Br -27.653 -22.883 -7.147
O -24.432 -13.316 -2.309
Br -18.945 -14.625 -10.138
F -22.809 -15.524 -8.759
C -20.735 -13.943 -10.824
Br -24.435 -20.909 -9.662
H -22.328 -21.362 -6.361
C -26.615 -14.678 -12.591
H -28.536 -15.519 -12.628
H -25.360 -18.335 -10.957
H -28.306 -14.661 -11.123
C -21.441 -15.112 -11.473

Spin multiplicity: 4
Molecular weight, Da: 1633.31
ΔE to the lowest compared entry with this formula, charge and spin, kJ/mol: 0.0
Expectation value of S²: 3.76
Gap between HOMO and LUMO (alpha / beta), eV: 9.53 / 8.65
Energy, Ha: -35627.5534
Lowest unoccupied orbital energy (alpha / beta), Ha: 0.0587 / 0.0264
Total charge: -1
E_HOMO (alpha / beta), eV: -7.93 / -7.93